# 1
Formula: C30H58N8O11
Source: OMol25
Level of theory: ωB97M-V/def2-TZVPD

Structure (XYZ):
```
107
Properties=species:S:1:pos:R:3:forces:R:3:lowdin_charge:R:1
O 3.6678 1.2977 1.1455 -2.51 4.10 -5.01 0.21
O -2.6482 -5.3623 2.0355 0.88 4.86 0.68 -0.02
O 5.1488 -1.5083 2.0865 -3.30 -0.18 -0.92 -0.08
O 1.3278 -0.6503 0.0535 -2.40 0.90 0.53 -0.10
O 2.2718 -0.3913 -4.1195 -1.79 0.47 -0.30 0.00
O 1.3968 -4.4553 -2.9215 -2.78 -4.29 1.37 -0.09
O -2.8052 3.3517 -0.5265 1.17 -2.63 -0.43 -0.07
O -0.7462 -0.6233 -0.6195 -2.21 -2.19 -1.94 0.00
O -0.1712 0.8697 0.7285 0.74 -0.17 0.64 -0.06
O -1.1932 -3.7303 2.4585 -0.85 0.01 -0.06 0.07
O -1.9862 0.6377 5.1795 -2.26 1.02 0.53 -0.03
N 3.4258 -2.6683 2.9575 -2.12 -1.22 0.15 -0.13
N 0.0958 -0.1743 0.0825 3.95 1.62 0.64 -0.58
N -2.9202 2.3327 4.0225 0.88 0.11 -0.25 -0.15
N -0.1762 -5.3913 -1.4945 -0.67 0.87 1.33 -0.18
N -0.0072 -1.0603 -4.3575 1.24 0.82 1.12 -0.18
N -2.3252 -4.0763 2.2065 -0.47 -4.50 -1.10 -0.31
N -2.2242 2.8357 -2.5695 0.62 -0.98 -3.37 -0.16
N 3.1858 2.1617 0.3025 1.96 -3.10 5.93 0.08
C -0.8252 -2.1773 -4.0375 -2.40 -1.45 1.17 -0.09
C -4.0312 -0.5573 1.7765 -0.23 -3.91 1.69 0.03
C 1.8668 2.9137 2.3245 7.85 3.37 -0.75 0.01
C -1.7592 2.5087 3.0575 -0.19 1.31 0.26 -0.03
C -5.8682 -2.4183 2.1385 1.01 -0.37 -1.40 -0.08
C 3.4428 4.4977 1.0885 -5.43 5.03 -0.08 -0.02
C -2.3652 2.4577 -1.3255 -3.01 4.32 3.74 -0.28
C 2.4858 3.3177 0.9485 -3.97 1.61 0.06 -0.36
C 3.4268 2.0747 -1.1135 -2.66 -2.42 -1.97 -0.50
C -0.3782 -4.1473 -0.7615 -4.73 -0.09 -2.35 -0.02
C -3.9672 3.2427 3.7335 -0.30 -2.62 2.10 -0.09
C -3.3742 -3.0783 2.0215 -2.80 1.65 -0.42 -0.13
C 1.2398 -0.9253 -3.7045 -0.04 0.05 -2.85 -0.26
C 3.7998 0.6817 -1.5555 0.69 -3.34 -2.11 -0.04
C -1.6882 1.8207 -3.3815 2.91 2.14 -0.14 -0.08
C -0.8272 -6.5593 -0.9685 1.34 -3.89 -0.23 -0.07
C 1.4978 3.7047 -1.4115 0.03 -0.37 -0.48 -0.20
C -2.9712 1.3907 5.0315 3.06 -0.61 -1.84 -0.29
C 0.6948 -5.4833 -2.4875 2.71 5.86 -0.80 -0.25
C 2.0328 2.3527 -1.8375 1.06 1.88 -1.99 -0.10
C -2.5972 4.0437 -3.2815 2.44 0.70 3.06 -0.01
C -5.5142 -1.0653 2.0395 4.50 1.40 -1.09 -0.11
C -4.7992 -3.5383 2.0125 1.36 8.55 0.92 0.08
C 3.8948 -1.7693 2.0125 6.55 -2.01 4.38 -0.24
C 4.4958 2.9847 -1.5435 1.31 4.32 8.42 0.00
C -0.2952 -0.4413 -5.6315 -1.13 4.25 2.11 -0.06
C -2.9352 -1.6653 1.8455 -3.86 1.46 -0.02 0.04
C 1.2458 3.8567 0.0605 -1.21 -2.90 0.57 -0.10
C 1.9718 -2.9833 2.9805 8.66 -12.38 5.26 -0.02
C 4.3018 -3.4443 3.9195 -2.60 5.78 5.28 -0.03
H -3.6352 4.0997 3.3725 1.49 4.30 -0.72 0.05
H 1.2588 2.1747 2.2635 -2.61 -6.44 -0.32 0.00
H 4.4018 4.1637 -1.3795 -0.15 -2.74 -0.45 0.14
H -4.7942 3.2507 4.3675 -0.52 0.85 2.84 0.08
H -0.2912 -3.0723 -4.2615 0.15 -0.99 -0.24 0.06
H -2.0362 3.0197 2.0715 -0.49 -1.10 1.32 0.09
H -3.5032 4.0247 -3.7315 -2.95 -0.32 -1.16 0.07
H -1.9532 0.9327 -3.0395 -0.41 -4.26 2.40 0.04
H 3.3168 -1.3223 1.2855 -2.12 0.68 -1.30 0.07
H -2.5042 4.7997 -2.5585 -1.24 1.18 1.57 0.07
H 0.5498 3.6747 -1.9725 0.21 1.29 0.14 0.11
H 0.2768 3.2947 0.3585 1.72 0.33 -0.52 0.13
H -0.0462 -7.3483 -0.6775 -0.50 0.95 -0.61 0.11
H -1.7822 -2.1613 -4.6075 0.90 0.14 -0.09 0.09
H 0.4898 -0.5403 -6.2885 1.37 -1.17 -2.14 0.04
H -3.7692 0.5907 1.7505 -0.50 -2.67 -0.17 0.11
H 3.0158 -0.1113 -1.4395 -0.22 1.38 -0.09 0.07
H 0.9708 4.8557 0.3135 0.53 0.94 0.42 0.11
H 1.1388 3.5467 2.5915 -2.02 3.82 0.82 0.04
H -4.5932 2.9257 3.0255 -1.74 -1.96 -4.34 0.04
H -1.3442 1.5467 2.8535 0.45 -0.50 -0.13 0.05
H 3.3348 5.3127 0.3025 0.47 -1.71 -0.05 0.11
H 2.1178 2.4977 -3.0415 0.61 -0.90 2.86 0.19
H -1.3702 -0.5693 -6.0085 1.94 -0.12 0.59 0.12
H -3.9262 1.3327 5.6025 0.50 0.20 -0.23 0.14
H 3.9498 0.7317 -2.7515 -0.09 -0.21 2.95 0.14
H -6.2652 -0.2493 2.0035 0.42 -0.86 0.22 0.09
H -2.2282 1.3877 -1.0595 0.38 0.63 -0.12 0.13
H 1.5558 -3.2353 3.9105 -0.07 0.62 1.82 0.08
H -7.0482 -2.4383 2.0785 2.63 -1.28 0.38 0.13
H 4.5908 0.0257 -1.0525 -0.10 1.94 -0.56 0.12
H -0.1172 -3.3113 -1.3225 1.87 1.20 -0.66 0.02
H 5.3498 2.6397 -0.8315 -0.81 0.94 -1.36 0.15
H -1.2692 -2.3463 -3.0035 1.22 0.99 -0.65 0.10
H -5.1172 -4.4753 1.9015 -0.70 -3.75 -0.04 0.04
H -0.5942 1.9437 -3.4005 -0.21 -0.49 -0.67 0.10
H 1.3298 -1.4833 -2.8285 -0.58 -1.08 1.90 0.10
H -2.1372 1.7057 -4.2855 -0.88 0.82 -3.29 0.07
H -0.0712 -4.1863 0.2265 0.69 0.04 1.79 0.05
H 2.2738 4.4317 -1.7235 -1.00 0.12 -0.30 0.11
H -1.5512 -3.8553 -0.8545 2.08 -1.23 0.94 0.15
H 0.7738 -6.4563 -2.8625 0.40 -1.58 -0.98 0.11
H 1.3078 1.5857 -1.7065 -0.29 -0.95 0.50 0.09
H 1.4938 -2.4253 2.5325 -8.31 10.58 -7.73 -0.08
H -1.3402 -6.5843 -0.0135 -0.45 1.46 -0.10 0.07
H -1.4262 -7.1313 -1.7165 0.06 0.85 0.40 0.10
H 4.7388 -2.5203 4.7905 -0.90 -2.55 -2.72 0.16
H 2.7568 3.0197 3.0235 -1.67 -1.08 -0.15 0.13
H 1.7058 -4.0133 2.4825 1.01 1.47 0.28 0.13
H 3.9518 -4.1563 4.7565 -0.85 0.95 -2.22 0.10
H -1.9102 4.5667 -3.9095 1.35 -1.18 -1.31 0.09
H -0.1122 0.7167 -5.4055 -0.93 -1.89 -0.64 0.11
H -0.9522 3.2267 3.4155 -0.94 -1.06 0.34 0.09
H -1.8602 -1.3823 1.7015 -1.26 -0.49 0.35 0.10
H 4.7708 2.7657 -2.4275 1.74 -1.38 -6.45 0.02
H 5.1168 -3.8123 3.5175 3.94 -1.66 -2.39 -0.01
H 4.3248 4.1087 1.1415 5.87 -1.35 0.72 0.01
H 3.1648 5.2977 1.9155 0.52 -2.59 -0.65 0.15
```
Forces are in eV/Å.

Results
ΔE to the lowest compared entry with this formula, charge and spin: 22.4 kcal per mole
charge: 0
Kohn-Sham gap: 5.08 eV
highest occupied orbital energy: -8.40 eV
E: -66468.6646 eV
spin multiplicity: 1
LUMO: -0.1220 Ha

***

# 2
Formula: C30H59BrO17S8
Source: OMol25
Level of theory: ωB97M-V/def2-TZVPD

Structure (XYZ):
```
115
Properties=species:S:1:pos:R:3:forces:R:3:lowdin_charge:R:1
Br -2.5032 6.1519 -3.3421 -0.19 -0.11 -0.24 0.96
S 4.8629 -0.3977 0.6921 0.59 -0.55 0.60 0.71
S -3.3694 8.0166 -5.5972 1.09 0.78 -1.92 0.60
S -6.7803 4.2770 -3.1923 -0.19 -0.04 0.53 0.93
S 5.9103 -9.0738 7.5059 0.21 -0.50 0.07 0.67
S 4.2185 -4.3796 4.9544 0.06 -0.45 0.26 0.67
S -5.4710 1.8190 -0.1657 -0.15 0.16 0.11 0.66
S -6.3279 7.5771 -4.1675 -0.59 0.51 -0.73 0.61
S 1.7803 1.4651 -3.3726 0.26 -0.23 0.23 0.67
O -4.2580 8.2378 -6.6951 -1.30 -0.06 0.34 -0.27
O 5.3332 -8.2855 8.5651 0.01 0.24 -0.16 -0.31
O -6.0946 6.4581 -5.3253 -0.34 0.23 1.86 -0.14
O 5.1546 1.0158 0.8120 0.10 -0.38 0.16 -0.32
O -5.2340 2.9165 -1.0655 0.35 -0.18 -0.03 -0.37
O -2.0519 7.7086 -6.0432 1.04 -0.52 0.86 -0.31
O 5.3358 -3.5359 5.3003 -0.14 0.19 0.03 -0.33
O -6.4983 8.8142 -4.8211 0.86 0.83 -0.79 -0.21
O -4.8499 7.4245 -3.4979 -0.83 -0.05 -0.59 -0.26
O -3.0745 4.8112 -6.0887 -0.20 -0.51 0.28 -0.17
O 3.8890 -0.8996 -0.2462 0.48 -0.13 0.02 -0.33
O -5.3285 0.4510 -0.5932 0.07 0.03 -0.12 -0.31
O 6.5635 -8.4621 6.3743 0.17 0.00 0.40 -0.33
O 2.9987 -3.8311 4.4123 0.13 0.26 -0.05 -0.32
O 1.6016 0.2988 -4.2037 -0.14 0.20 -0.21 -0.33
O 1.4872 2.7892 -3.8670 0.31 -0.10 -0.04 -0.34
O -7.3484 7.3178 -3.2371 -0.05 -1.19 0.96 -0.22
C 2.0085 1.0837 -0.7451 -0.12 0.08 -0.15 -0.22
C -3.9962 6.6938 -4.4295 -0.02 0.95 1.92 -0.77
C 5.2104 -11.6379 7.2711 0.08 0.00 0.03 -0.21
C 6.4024 -1.2746 0.4479 0.37 -0.07 0.12 -0.22
C -4.9649 5.6493 -4.9584 0.96 -1.65 -2.23 -0.48
C 4.5228 -1.0414 2.3319 -0.05 -0.26 0.24 -0.20
C -5.5314 2.3597 2.4470 -0.05 0.01 -0.03 -0.21
C -5.2175 4.3946 -4.0849 -0.69 0.41 0.50 -0.38
C 4.6751 -10.2431 6.9221 -0.15 -0.34 -0.10 -0.22
C 3.5723 -6.7901 5.7523 -0.04 0.01 -0.26 -0.21
C -6.8503 1.6774 2.0602 0.10 -0.02 -0.01 -0.22
C -4.4235 5.0937 -6.2910 -0.14 0.93 -0.72 -0.17
C -4.5154 2.0552 1.3386 0.06 0.08 0.40 -0.22
C 4.6857 -6.9924 4.7169 -0.08 0.24 -0.10 -0.22
C 5.6521 -2.0290 2.6466 0.13 0.14 -0.21 -0.22
C -3.3155 9.4872 -4.5925 -0.44 -0.16 0.23 -0.12
C -7.0795 2.0173 0.5907 -0.22 -0.02 0.28 -0.23
C 3.8137 -5.4125 6.3566 -0.12 -0.28 0.18 -0.22
C 6.1080 -11.4885 8.5067 -0.12 0.05 -0.04 -0.22
C -1.1898 2.8544 -5.1230 0.08 0.17 0.18 -0.10
C 6.8898 -1.5752 1.8627 -0.14 0.04 0.01 -0.21
C -1.1825 3.4527 -6.5411 0.30 -0.73 0.72 -0.20
C -8.1476 4.3553 -4.3868 0.43 -0.21 -0.35 -0.52
C 0.9169 1.2332 -1.8164 -0.03 0.01 0.47 -0.21
C -2.5362 3.8833 -7.0162 0.31 0.51 -0.59 -0.21
C 7.0070 -10.2884 8.2259 0.05 -0.30 0.18 -0.23
C 4.7770 -5.7074 3.8817 -0.01 -0.38 -0.18 -0.21
C 3.2472 1.8587 -1.2321 -0.15 0.06 0.01 -0.22
C -8.9561 3.0711 -4.4664 -0.47 0.44 -0.34 -0.16
C 3.4340 1.4616 -2.6928 0.15 0.10 0.26 -0.22
H 2.9468 -5.0034 6.8701 0.03 0.14 -0.06 0.11
H -7.7621 4.5664 -5.3773 0.14 0.18 -0.14 0.07
H -9.9001 3.3151 -4.9545 -0.18 -0.03 -0.04 0.07
H 3.7431 -10.0281 7.4415 0.05 0.10 0.05 0.11
H -3.2178 3.0400 -7.1587 -0.07 -0.13 0.21 0.13
H 4.5170 -0.2011 3.0233 0.01 0.08 -0.10 0.11
H -4.5581 5.8483 -7.0727 0.08 0.12 -0.01 0.14
H 4.3943 -12.3367 7.4468 -0.01 0.01 -0.01 0.12
H -4.3101 9.9143 -4.5781 -0.21 -0.07 0.18 0.06
H 3.0453 2.9311 -1.1556 0.09 0.02 -0.08 0.12
H -9.2090 2.6512 -3.4992 0.20 -0.15 0.15 0.06
H 3.8252 0.4477 -2.7757 -0.07 -0.03 -0.03 0.10
H 5.7949 -5.4992 3.5610 -0.02 0.13 0.01 0.10
H 5.6245 -7.1653 5.2306 -0.10 0.12 -0.13 0.07
H -7.3758 3.0585 0.4652 0.04 0.01 -0.07 0.11
H -6.7569 0.5961 2.1823 -0.03 0.00 -0.02 0.12
H 4.0557 2.1530 -3.2574 -0.10 -0.01 -0.12 0.11
H -2.6555 10.1887 -5.0861 0.29 -0.20 -0.34 0.08
H 7.0882 -0.6554 -0.1264 -0.13 0.07 -0.07 0.11
H 4.5420 -10.1119 5.8509 0.00 0.15 0.02 0.10
H 3.5814 -7.5654 6.5169 0.00 0.05 0.06 0.09
H 5.3615 -3.0315 2.3225 -0.01 0.01 -0.02 0.11
H -4.4639 4.3341 -3.3081 -0.01 -0.01 0.26 0.04
H -5.6873 3.4379 2.5176 -0.01 0.00 -0.02 0.12
H 5.8426 -2.0744 3.7114 -0.03 -0.01 0.03 0.09
H -0.4642 3.3799 -4.5094 -0.25 0.00 0.07 0.04
H -8.7688 5.2004 -4.1147 -0.06 0.16 0.19 0.06
H -2.4180 4.3779 -7.9863 -0.20 0.04 -0.13 0.13
H 0.2903 0.3477 -1.8891 -0.04 0.04 -0.16 0.10
H -5.1685 2.0182 3.4153 0.01 0.00 0.00 0.11
H 2.5982 -6.8160 5.2571 -0.03 0.02 0.07 0.12
H -2.9485 9.2714 -3.5981 0.05 -0.08 0.17 0.06
H -2.1579 2.9082 -4.6282 -0.18 0.13 -0.10 0.06
H -3.8161 2.8733 1.1869 0.03 -0.04 -0.15 0.10
H 7.4717 -9.8740 9.1173 -0.02 0.15 -0.05 0.11
H 6.6922 -12.3878 8.6935 0.01 0.00 0.01 0.12
H -0.8774 1.8158 -5.1042 0.02 -0.21 -0.15 0.06
H 4.1411 1.6312 -0.6387 -0.66 0.38 -0.52 0.06
H 1.6591 1.4497 0.2222 -0.02 0.06 -0.04 0.12
H -7.7944 1.3626 0.0983 0.09 0.00 -0.13 0.11
H -3.9704 1.1334 1.5324 -0.03 -0.05 -0.11 0.10
H 2.2710 0.0346 -0.6204 -0.32 0.36 -0.16 0.07
H -0.4693 4.2698 -6.5594 -0.13 0.36 -0.14 0.11
H -8.4780 2.3482 -5.1160 0.25 -0.35 0.23 0.07
H 4.1159 -5.7382 3.0168 -0.06 0.15 0.04 0.10
H 5.7995 -12.0254 6.4378 0.01 0.02 0.00 0.12
H 4.4940 -7.8579 4.0819 0.01 0.02 -0.03 0.12
H 5.4942 -11.2958 9.3890 0.03 0.01 0.02 0.12
H -4.9960 4.2248 -6.6174 -0.08 -0.23 0.22 0.14
H -7.6785 2.0157 2.6811 -0.01 0.00 0.00 0.11
H 7.6702 -2.3348 1.8611 0.01 0.01 0.00 0.12
H 7.7666 -10.5279 7.4825 -0.01 0.07 -0.03 0.11
H 7.3011 -0.6703 2.3150 0.03 0.00 -0.03 0.12
H -0.7794 2.7019 -7.2167 -0.10 -0.01 -0.31 0.11
H -5.1061 3.4896 -4.6637 0.17 0.01 -0.43 0.09
H 6.1756 -2.1903 -0.0975 -0.07 0.03 -0.03 0.11
H 4.6758 -5.4201 7.0231 0.03 0.04 -0.03 0.11
H 0.2973 2.1129 -1.6489 0.01 0.03 -0.15 0.10
H 3.5490 -1.5257 2.3294 -0.06 0.10 -0.05 0.10
```
Forces are in eV/Å.

Results
charge: 0
Kohn-Sham gap: 8.29 eV
highest occupied orbital energy: -8.10 eV
E: -223593.8515 eV
spin multiplicity: 1
LUMO: 0.0072 Ha